1.
C13H48N10O11 | ωB97M-V/def2-TZVPD

```
82
Properties=species:S:1:pos:R:3
C 1.3586 -1.5586 1.2412
C 0.6521 -0.3021 0.7013
O -0.0874 -0.5083 -0.4491
H 0.6330 -2.3951 1.1420
H 1.6174 -1.3431 2.2109
H 2.3742 -1.8273 0.9217
H 1.3143 0.5500 0.5991
H -0.1122 0.0023 1.4278
H -0.5118 0.2534 -0.8356
C 2.2608 1.8416 3.4848
C 3.3344 2.7159 2.7465
O 3.0171 3.0445 1.3585
H 1.3229 2.2475 3.5579
H 2.6929 1.4802 4.4629
H 2.0045 1.0003 2.8144
H 4.1846 2.0400 2.6151
H 3.5314 3.5293 3.4021
H 3.0775 3.9965 1.2372
C -1.5439 -0.3117 3.7085
O -0.1791 -0.2591 4.0829
N -2.2624 0.7241 3.3850
N -2.0529 -1.4946 3.5173
H -1.8561 1.6596 3.3940
H -3.3402 0.7949 3.3860
H -1.4028 -2.2801 3.6118
H -3.0814 -1.6933 3.6308
C -2.1043 -0.9837 -3.5014
O -2.6392 -1.6599 -2.4088
N -2.8554 -0.6107 -4.4887
N -0.9169 -0.4488 -3.5292
H -3.8834 -0.9180 -4.4810
H -2.6037 0.0187 -5.2613
H -0.3253 -0.7241 -2.7949
H -0.6378 -0.1468 -4.4679
C 5.8494 0.5223 0.4010
O 6.6907 1.2556 1.2212
N 6.2568 -0.4239 -0.3814
N 4.5636 0.7966 0.3186
H 7.2239 -0.6694 -0.3577
H 5.6239 -1.1906 -0.6160
H 4.0659 1.4387 0.9947
H 3.9013 0.2449 -0.2810
C -2.7036 -3.2759 0.7549
O -2.9776 -4.2057 1.7676
N -2.9900 -3.4515 -0.5259
N -2.1914 -2.1342 0.9410
H -3.5519 -4.2830 -0.8454
H -2.7055 -2.7017 -1.2137
H -2.0828 -1.7484 1.9544
H -1.4583 -1.8161 0.3148
C -2.8446 2.6465 -2.5147
O -3.3147 3.7609 -1.7919
N -2.2220 1.6311 -1.9881
N -2.7902 2.5557 -3.8068
H -2.2265 1.6397 -0.9624
H -1.6274 1.0342 -2.5591
H -3.4303 3.1844 -4.3550
H -2.4451 1.7171 -4.2394
C 0.7074 -4.1755 -1.0484
O 0.7999 -3.4470 -2.2596
H 0.6558 -5.1348 -1.3579
H -0.2187 -3.7973 -0.5811
H 1.5949 -4.0446 -0.4539
H -0.0661 -3.4880 -2.6431
C -4.0720 0.8803 0.7997
O -2.6750 1.0435 0.6810
H -4.6225 1.1267 -0.1103
H -4.4561 1.5932 1.5278
H -4.1937 -0.1906 1.1731
H -2.3363 0.8844 1.5734
C 2.7649 -0.3199 -1.9960
O 3.0714 -1.3503 -1.1546
H 3.7230 0.0815 -2.4441
H 2.1453 0.5654 -1.5211
H 2.1178 -0.7846 -2.7543
H 2.2326 -1.7607 -0.8681
C -0.0692 3.3194 0.4869
O 0.1439 2.9715 -0.8644
H 0.7860 3.9481 0.6725
H -0.0158 2.5180 1.1898
H -0.9571 3.8813 0.6029
H -0.6536 2.7193 -1.3019
```

## Properties
ΔE to the lowest compared entry with this formula, charge and spin: 191.4 kcal per mole
F_max: 9.69 eV/Å
SMILES: NC(N)=O.NC(N)=O.NC(N)=O.NC(N)=O.NC(N)=O.CCO.CCO.CO.CO.CO.CO
HOMO-LUMO gap: 7.858 eV
highest occupied orbital energy: -8.5 eV

Here are the Löwdin charges for atoms 1 to 4, given in e: -0.0389, -0.3052, -0.0969, 0.0832

***

2.
C23H18BrN3O5SZr | ωB97M-V/def2-TZVPD

```
52
Properties=species:S:1:pos:R:3
Zr -0.5359 0.3180 0.8175
O -0.4737 -4.4511 -0.1797
C 0.0454 -4.1384 -1.4031
C -0.0385 -4.9880 -2.4932
C 0.5209 -4.6128 -3.7042
C 1.1632 -3.3876 -3.8364
C 1.2382 -2.5469 -2.7409
C 0.6885 -2.9051 -1.5119
C 0.7630 -2.0405 -0.3059
O -0.5000 -1.3614 -0.0377
N 1.7851 -0.9737 -0.3930
N 1.3268 0.2866 -0.4004
C 1.9427 1.3555 -0.7518
C 1.1869 2.6110 -0.8032
Br -0.7162 2.3523 -0.9763
C 1.7587 3.8189 -0.8776
C 1.2502 5.1728 -1.0351
C 0.0223 5.6121 -0.5327
C -0.3649 6.9257 -0.7300
C 0.4527 7.7964 -1.4398
C 1.6780 7.3689 -1.9355
C 2.0866 6.0666 -1.7142
H -0.8362 -5.3433 -0.1989
H -0.5372 -5.9448 -2.3943
H 0.4529 -5.2877 -4.5460
H 1.5998 -3.0957 -4.7801
H 1.7301 -1.5884 -2.8581
H 0.9671 -2.6312 0.5888
H 2.6879 -1.1620 -0.8038
H 2.9821 1.3562 -1.0720
H 2.8461 3.7463 -0.8626
H -0.6094 4.9532 0.0461
H -1.3019 7.2794 -0.3229
H 0.1409 8.8202 -1.5957
H 2.3194 8.0509 -2.4756
H 3.0519 5.7344 -2.0749
O 0.2138 -0.3081 4.8543
S -0.3096 -0.5488 3.5701
O 0.6828 -0.4733 2.4196
N -1.3846 0.5188 2.8932
C -2.3778 -0.1839 2.2794
O -2.6917 0.2747 1.1355
C -2.5336 -1.5700 2.7691
C -3.5206 -2.5060 2.5417
C -3.3270 -3.7834 3.0669
C -2.1729 -4.1174 3.7652
C -1.1506 -3.1890 3.9724
C -1.3706 -1.9296 3.4626
H -4.4215 -2.2519 2.0004
H -4.0954 -4.5324 2.9339
H -2.0640 -5.1188 4.1593
H -0.2502 -3.4476 4.5117
```

## Properties
net charge: +2
F_max: 0.64 eV/Å
HOMO-LUMO gap: 6.387 eV
highest occupied orbital energy: -13.7 eV

Here are the Löwdin charges for atoms 1 to 4, given in e: 1.7111, 0.0672, -0.2580, 0.0057

***

| no. | E_tot (hartree) |
| --- | --- |
| 1 | -1899.12971 |
| 2 | -4446.46506 |